Formula: C49H106FN5O9
Source: OMol25
Level of theory: ωB97M-V/def2-TZVPD

Output
- SMILES: C=C[C@@]1(COC(C)=O)C(=O)O[C@H](CCCCCCCCCCCCCCCCCC)[C@H]1CCF.COC[C@@H](C)N.COC[C@@H](C)N.COC[C@@H](C)N.COC[C@@H](C)N.COC[C@@H](C)N
- Frontier orbital gap: 8.942 eV
- Net charge: 0
- E: -2980.9838 hartree
- 2S+1: 1
- E_LUMO: 0.4 eV

Atoms and positions in Å:
C1 -0.836232 3.348755 0.481638
C2 -0.576897 2.421293 -0.583779
C3 0.477842 1.216380 -0.453236
C4 1.891023 1.504606 0.227941
O1 2.826364 0.381444 0.033323
C5 3.519871 0.291912 1.284808
C6 3.447464 -1.038973 2.203051
O2 4.228799 1.219109 1.740075
C7 -0.261057 0.115811 0.484523
O3 0.076538 -0.327589 1.593217
O4 -1.402205 -0.199172 -0.323551
C8 -1.085139 -0.149001 -1.750447
C9 -1.362580 -1.670411 -2.214738
C10 -2.897033 -2.101877 -1.872212
C11 -2.980125 -3.300705 -0.785906
C12 -3.507030 -2.786839 0.668837
C13 -2.259601 -2.525256 1.646832
C14 -2.210676 -3.497542 2.927705
C15 -3.473522 -3.295379 3.892965
C16 -4.212257 -4.645956 4.337471
C17 -4.413056 -5.724794 3.172971
C18 -3.299598 -6.908806 3.298975
C19 -3.305923 -7.663676 1.873354
C20 -2.408548 -6.947432 0.749978
C21 -0.959135 -7.625990 0.584235
C22 0.236915 -6.569789 0.449532
C23 0.486662 -5.725847 1.818406
C24 1.991323 -5.900533 2.378780
C25 2.058391 -5.974047 3.983455
C26 3.429190 -5.323921 4.559390
C27 0.461582 0.351003 -1.836557
C28 0.835355 1.459716 -2.936317
C29 1.621170 0.900480 -4.212736
F1 0.952974 1.431265 -5.385041
H1 -0.012520 3.922024 1.032907
H2 -1.935837 3.527793 0.759239
H3 -1.208841 2.591558 -1.528717
H4 2.287898 2.487464 -0.194604
H5 1.735639 1.638616 1.357526
H6 4.470309 -1.536624 2.080913
H7 2.610208 -1.743180 1.877648
H8 3.238865 -0.666009 3.254309
H9 -1.817023 0.453865 -2.381509
H10 -1.157946 -1.827918 -3.327337
H11 -0.693520 -2.344267 -1.559584
H12 -3.389794 -2.493688 -2.836419
H13 -3.514941 -1.186210 -1.558722
H14 -3.711169 -4.079157 -1.211027
H15 -1.967446 -3.828710 -0.693862
H16 -4.012161 -1.773294 0.444990
H17 -4.322982 -3.451738 1.100403
H18 -2.307672 -1.412270 1.941665
H19 -1.289089 -2.652749 1.036661
H20 -2.032972 -4.565183 2.581650
H21 -1.265481 -3.189466 3.513613
H22 -3.064801 -2.817081 4.861236
H23 -4.221022 -2.540815 3.475086
H24 -5.273531 -4.339790 4.677508
H25 -3.708325 -5.084955 5.258935
H26 -5.429162 -6.254652 3.207871
H27 -4.296093 -5.316029 2.116053
H28 -2.273935 -6.454329 3.546341
H29 -3.648829 -7.646548 4.113824
H30 -2.941503 -8.743163 1.958320
H31 -4.376502 -7.694396 1.470651
H32 -2.959406 -7.111444 -0.250505
H33 -2.295889 -5.820824 0.878240
H34 -0.767376 -8.260036 1.510772
H35 -0.984944 -8.257343 -0.374545
H36 1.202241 -7.163336 0.250743
H37 0.125606 -5.863835 -0.455184
H38 -0.254918 -6.042844 2.640796
H39 0.344200 -4.610379 1.619858
H40 2.599479 -4.973335 2.074481
H41 2.507992 -6.842329 1.980774
H42 1.187834 -5.377841 4.409718
H43 1.996422 -7.065866 4.341406
H44 3.912157 -6.050243 5.311946
H45 3.193030 -4.322866 5.067336
H46 4.186752 -5.146131 3.728782
H47 1.150902 -0.551955 -1.786044
H48 1.476788 2.247437 -2.397419
H49 -0.089441 2.024496 -3.320901
H50 1.697358 -0.233179 -4.270157
H51 2.671233 1.336833 -4.216411
C30 0.487542 6.785334 1.894842
O5 1.177850 5.919006 1.009540
C31 1.677678 6.551718 -0.164165
C32 2.996991 7.324452 0.037683
C33 2.821268 8.662101 0.755465
N1 3.988142 6.521765 0.766092
H52 -0.073158 7.558464 1.361328
H53 1.189973 7.238830 2.596922
H54 -0.215648 6.186501 2.477835
H55 1.868802 5.740310 -0.874080
H56 0.905645 7.184649 -0.619258
H57 3.400277 7.543704 -0.957098
H58 2.686356 8.547786 1.831947
H59 3.708066 9.285694 0.611755
H60 1.962541 9.210310 0.357098
H61 4.181767 5.676778 0.230430
H62 3.533663 6.171486 1.610182
C34 -5.317692 7.854707 -1.075375
O6 -5.865835 6.547555 -1.122910
C35 -5.184973 5.652153 -1.995198
C36 -3.897235 5.041046 -1.406760
C37 -2.715755 6.008148 -1.380686
N2 -4.115543 4.522336 -0.049907
H63 -4.921233 8.170354 -2.044679
H64 -4.541062 7.908618 -0.309788
H65 -6.111729 8.544868 -0.784061
H66 -5.889141 4.835233 -2.182242
H67 -4.998063 6.127121 -2.966230
H68 -3.612033 4.201494 -2.050841
H69 -2.781126 6.732880 -0.567796
H70 -1.781449 5.457020 -1.238791
H71 -2.637199 6.555786 -2.324082
H72 -4.834106 3.800729 -0.089641
H73 -4.553651 5.268501 0.491658
C38 -0.262868 -9.845541 -6.117770
O7 -1.490120 -9.306350 -5.655089
C39 -2.148853 -10.095486 -4.670141
C40 -1.591691 -9.932295 -3.241410
C41 -0.263279 -10.651951 -3.013928
N3 -1.431954 -8.517217 -2.882147
H74 -0.283768 -10.938257 -6.161510
H75 0.559162 -9.504815 -5.485138
H76 -0.081614 -9.461602 -7.123483
H77 -3.187563 -9.750189 -4.666721
H78 -2.174713 -11.149202 -4.974377
H79 -2.320528 -10.378311 -2.555571
H80 0.584986 -10.114922 -3.440359
H81 -0.068275 -10.752697 -1.942492
H82 -0.284846 -11.657725 -3.442602
H83 -2.342889 -8.063105 -2.933812
H84 -0.899610 -8.072580 -3.631015
C42 -0.884372 10.413373 3.349550
O8 -0.660114 10.830122 2.012564
C43 -0.919304 12.209179 1.770996
C44 0.214102 13.159367 2.208169
C45 0.285114 13.376865 3.718752
N4 1.523577 12.692721 1.733986
H85 -1.725697 10.938703 3.810466
H86 0.022736 10.552293 3.941056
H87 -1.106774 9.344325 3.339303
H88 -1.032663 12.298991 0.685964
H89 -1.882098 12.502772 2.207412
H90 0.013936 14.135054 1.751899
H91 0.742974 12.537634 4.243956
H92 0.890012 14.259480 3.943926
H93 -0.711468 13.542763 4.137406
H94 1.505553 12.649409 0.716090
H95 1.616798 11.715510 2.013999
C46 8.403673 -1.027141 -2.346765
O9 7.331080 -0.272543 -1.807783
C47 6.229804 -0.095585 -2.691688
C48 5.276000 -1.304613 -2.775967
C49 5.827505 -2.465923 -3.601564
N5 4.913801 -1.800188 -1.442456
H96 8.535967 -0.847837 -3.417698
H97 8.248458 -2.090686 -2.154418
H98 9.318932 -0.732123 -1.830074
H99 5.664424 0.750272 -2.287520
H100 6.578585 0.212439 -3.685453
H101 4.360888 -0.962703 -3.273121
H102 6.572416 -3.050641 -3.060477
H103 5.020405 -3.152844 -3.871343
H104 6.280096 -2.105875 -4.529779
H105 4.450626 -1.048636 -0.931311
H106 5.782828 -1.941449 -0.925901

Forces on the atoms, in the same order (eV/Å):
0.3482 -1.5458 -1.7211
0.0894 2.0137 2.3356
0.3112 -1.5201 0.5370
-1.0732 1.3775 -0.3174
-0.0962 0.6881 2.5324
2.4250 1.1632 2.1103
-0.5342 0.4723 -1.4946
-2.7653 -2.8220 -2.2354
0.3212 0.7116 -0.0665
-1.7842 1.4188 -3.9779
1.3462 -0.2646 1.3967
0.6121 -1.8826 -1.1330
-0.2345 0.1280 0.8052
0.3090 -0.4425 -0.5774
-0.9643 0.0826 -0.0011
0.5519 0.6864 -1.0673
-0.2869 0.0383 -0.0462
0.5328 1.2054 -0.1889
0.5577 -0.2065 0.7930
-1.3841 0.6338 -0.3852
1.1229 -1.0739 0.4520
-1.1098 -0.0134 -0.9331
0.3893 0.3054 -0.0682
-0.0541 -0.6330 -0.7104
-0.0657 0.7265 -0.2950
0.4374 -0.1714 0.4127
0.4818 -0.2800 -0.2921
-0.0795 0.2946 0.6562
0.5454 0.3012 -0.1105
-0.3336 -0.4552 0.1684
-1.0065 1.9044 0.8984
0.2272 -0.5217 -0.3717
-0.0617 1.0433 0.3512
0.8926 -0.9794 1.2432
-1.1211 -1.8111 -0.0217
1.7355 0.8688 -1.2660
0.3814 -1.4548 1.8332
-0.1217 -1.4073 0.5582
0.0173 -0.0405 -1.7863
-1.4960 0.6566 0.4537
1.2305 0.9772 0.3701
0.5456 -0.5480 -1.3611
0.9459 -0.1319 1.3750
-0.0556 0.3146 1.5242
-0.7525 1.0008 -1.2824
0.8148 0.6609 1.3517
0.9623 -1.3676 -0.2526
1.0156 1.0632 0.6979
-1.3871 0.7721 -0.0816
0.6628 -1.5612 0.5082
1.2586 0.6510 -0.4746
0.2579 -1.8733 -0.0790
-1.4657 0.2167 1.0159
-0.5231 1.3637 0.4921
-1.3398 -0.6052 -0.8626
-0.7598 -0.6048 -1.4591
0.9833 -1.1449 0.2786
1.6436 -0.3961 -0.3116
-0.5082 0.3111 -1.3474
1.3329 0.9424 0.0982
-0.2053 -0.1180 1.4889
-1.4786 -0.8725 -0.2941
0.7920 1.2269 -1.0835
-0.5106 1.3804 -0.0458
1.3140 -0.0294 0.7958
0.8395 0.4551 1.4133
-0.3136 -1.4029 0.0791
-0.0765 0.6219 -1.2340
0.1592 0.6945 1.5858
-1.4066 0.8157 0.1987
-0.1280 -1.0898 1.3785
1.0510 0.3978 -1.3226
-0.0396 -1.4697 0.3622
-0.7775 -1.4788 0.2304
-0.7735 1.3954 0.3001
0.9912 -0.9182 -0.4588
-0.1458 1.6742 -0.5886
-0.7079 1.3244 -1.0217
0.5205 -1.4884 -0.6878
-0.9895 -0.2130 1.0164
-0.6863 1.2906 -0.1022
-0.8296 -1.1742 -0.9780
1.3203 -1.0616 0.5416
-0.4481 1.4640 -0.0725
-1.2806 -0.6188 -0.1758
0.0725 -0.2346 0.2188
-0.0845 0.2819 -0.2783
0.1743 -0.1706 -0.1614
-0.1452 -0.0240 0.4578
0.0615 0.2680 -0.1613
-0.2279 -0.2369 -0.1759
0.0898 0.0440 -0.0224
-0.1172 0.2064 0.0030
0.0224 -0.0662 -0.1153
-0.0081 -0.0525 0.1140
-0.0258 0.1069 0.1271
-0.0720 -0.1235 0.0050
-0.0186 -0.0892 -0.0615
-0.0493 -0.1272 0.0291
0.0035 -0.0261 0.0612
0.1294 0.1271 0.0422
0.1403 0.1320 -0.0563
-0.1902 -0.0423 0.3014
0.2163 -0.0453 -0.3740
-0.1372 -0.2503 0.0750
-0.0252 0.4063 0.2182
0.2984 -0.0567 -0.1618
-0.3673 -0.0597 -0.0958
0.0627 -0.0613 0.0189
0.1364 0.1522 -0.1295
-0.0370 -0.1165 -0.0613
-0.0263 0.0691 0.1042
0.1186 0.1094 0.0515
-0.1384 0.0021 0.0065
-0.0984 -0.0489 -0.0231
-0.1113 0.0242 0.0464
-0.0210 0.0048 0.0562
0.1512 -0.0135 0.0365
0.1569 -0.0843 -0.0397
0.0058 0.3534 -0.0681
-0.0933 -0.4007 0.1236
-0.1923 0.1790 0.0863
0.3473 0.0898 -0.2625
0.0167 -0.1964 0.2083
-0.2637 0.0347 -0.2492
0.0001 0.0077 0.0887
0.1161 -0.2093 -0.0174
-0.1282 -0.0069 0.0420
0.0836 0.0830 -0.0489
0.1633 -0.0329 0.0141
-0.0607 0.0662 -0.1047
-0.1022 0.0250 -0.0359
-0.0392 0.0709 -0.1021
0.0213 0.0557 0.0044
0.0868 -0.0294 0.1353
0.0217 -0.0737 0.1791
0.2573 -0.2263 -0.1524
-0.2774 0.2603 0.0754
0.1093 0.0672 -0.2482
0.0833 -0.3641 0.2578
-0.0379 0.2646 0.1038
-0.2209 -0.1442 -0.2395
0.0567 0.0666 -0.0085
-0.1271 0.0581 0.2028
-0.0346 0.0586 -0.1077
0.0651 -0.1046 0.0377
0.0392 -0.0215 0.1620
-0.0379 -0.1107 -0.0819
-0.0362 -0.0148 -0.1030
-0.0232 -0.1186 -0.0705
0.0494 -0.0308 -0.0033
0.0944 0.1156 0.0986
0.0651 0.1769 0.0522
0.0203 -0.0083 0.3616
-0.1232 0.0597 -0.4279
-0.1862 0.1277 0.1794
0.4182 -0.2034 0.1710
-0.1563 -0.0795 -0.2531
0.0239 0.3334 0.1552
-0.0744 -0.0457 -0.0082
0.0959 -0.0671 -0.2100
-0.1019 0.0902 -0.0039
0.0683 -0.0634 0.1065
0.0822 -0.1455 -0.0535
0.0387 0.1083 0.0795
-0.0272 0.1074 0.0382
0.0634 0.0732 0.0904
0.0064 -0.0279 0.0510
-0.0913 -0.1532 -0.1648
-0.1129 -0.1000 -0.1301